[1]
Computed, not measured: CH2EuFLiO as an isolated structure at a distorted geometry, with wB97M-V/def2-TZVPD.

Element x y z (Å)
C1 -0.59202 0.61732 0.02758
O1 1.58796 -0.79667 0.60860
Eu1 1.82154 0.91207 -0.52944
Li1 0.40878 -2.01085 -0.28256
F1 -1.01922 -0.77977 -0.22270
H1 -1.28738 1.14995 -0.63778
H2 -0.91967 0.90795 1.03630

Properties
multiplicity = 9
E_HOMO (spin up / spin down) = -12.207 / -12.547 eV
net charge = +1
energy relative to the best compared isomer or geometry (same formula, charge and spin) = 0.729 eV
total energy = -931.93129 a.u.
⟨S²⟩ = 20.0187
Kohn-Sham gap (spin up / spin down) = 0.2826 / 0.2434 Ha


[2]
Computed, not measured: one molecule with the formula C6H9NO at a distorted geometry, with wB97M-V/def2-TZVPD.

Element x y z (Å)
C1 1.59710 -0.61520 -0.36868
N1 1.34083 0.76581 -0.28219
C2 0.01224 1.03065 0.33020
C3 -1.30378 0.97974 -0.60365
C4 -1.54218 -0.30645 -0.00657
O1 -0.87214 -1.17739 -0.86572
C5 0.31162 -1.31034 0.33059
C6 -0.51124 -0.30961 1.09756
H1 1.39517 -0.51459 -1.52210
H2 2.72848 -0.90952 -0.08065
H3 2.22622 1.44808 0.16887
H4 0.03273 2.03652 0.91148
H5 -1.96001 1.91390 -0.52373
H6 -0.69496 0.54770 -1.58351
H7 -2.64223 -0.75627 0.34468
H8 0.38817 -2.33635 0.54091
H9 -0.50601 -0.48667 2.11250

Properties
E_HOMO = -8.285 eV
energy relative to the best compared isomer or geometry (same formula, charge and spin) = 6.514 eV
total energy = -363.78486 a.u.
Kohn-Sham gap = 0.3344 Ha


[3]
Computed, not measured: an isolated ion of composition C2H4N3O4 and charge +1 at a distorted geometry, with wB97M-V/def2-TZVPD.

Element x y z (Å)
N1 1.51105 -0.74475 -0.08061
C1 0.59504 0.18056 -0.07615
N2 0.56636 1.35026 -0.70996
O1 -0.72608 1.91870 -0.45041
O2 -1.06493 1.32944 0.71888
C2 -0.60267 0.05131 0.83013
N3 -1.52804 -0.96315 -0.04865
O3 -0.91195 -1.96878 -0.33947
O4 -2.54969 -0.51200 -0.41129
H1 1.32399 -1.61061 0.50664
H2 2.42131 -0.70408 -0.65689
H3 1.25553 1.90000 -1.19263
H4 -0.28992 -0.22690 1.91041

Properties
E_HOMO = -15.028 eV
net charge = +1
energy relative to the best compared isomer or geometry (same formula, charge and spin) = 1.179 eV
total energy = -543.28707 a.u.
Kohn-Sham gap = 0.3712 Ha


[4]
Computed, not measured: C45H58Cl4N6O6PPbSi as an isolated structure, with wB97M-V/def2-TZVPD.

Element x y z (Å)
Pb1 1.61414 2.29375 -0.15685
C1 -0.24663 3.42550 -2.85952
C2 0.15536 2.16442 -3.58487
C3 -0.73284 1.61365 -4.50655
C4 -0.38309 0.50439 -5.26013
C5 0.87336 -0.05247 -5.09232
C6 1.77847 0.45346 -4.16249
C7 3.11159 -0.22475 -3.99498
C8 1.41252 1.56628 -3.39345
N1 2.29168 2.02857 -2.36632
C9 3.58415 2.31287 -2.68435
O1 4.04698 2.49130 -3.79722
C10 4.52660 2.35630 -1.49348
C11 5.89774 2.26450 -1.61914
C12 6.65601 2.20409 -0.45331
C13 6.03875 2.22952 0.79396
C14 4.66355 2.32562 0.82929
N2 3.96251 2.40797 -0.29209
C15 3.86391 2.30224 2.11633
O2 4.45768 2.46955 3.16651
N3 2.52942 2.07026 1.96447
C16 1.77405 1.73295 3.13674
C17 2.18477 0.66603 3.95123
C18 3.50144 -0.04901 3.77389
C19 1.36472 0.28386 5.01113
C20 0.18240 0.94550 5.29541
C21 -0.17755 2.03862 4.52595
C22 0.61130 2.44642 3.45275
C23 0.20230 3.67302 2.68032
H1 -1.08225 3.90617 -3.36780
H2 0.57833 4.13388 -2.83126
H3 -0.57846 3.25103 -1.82718
H4 -1.69788 2.08799 -4.65718
H5 -1.07554 0.09150 -5.98325
H6 1.16685 -0.90996 -5.68917
H7 3.06799 -1.24548 -4.37717
H8 3.41986 -0.26457 -2.94781
H9 3.89129 0.31492 -4.53509
H10 6.33437 2.23708 -2.60768
H11 7.73427 2.12636 -0.51736
H12 6.58609 2.17163 1.72447
H13 3.79148 -0.12915 2.72978
H14 3.44569 -1.05532 4.19229
H15 4.29161 0.49723 4.29093
H16 1.68176 -0.54458 5.63633
H17 -0.43519 0.63447 6.12900
H18 -1.07346 2.60128 4.76674
H19 -0.57540 4.21760 3.21425
H20 -0.21487 3.44878 1.68935
H21 1.04900 4.34348 2.53588
C24 -3.26406 -1.89122 -2.51746
C25 -4.01090 -2.03906 -1.18400
C26 -3.01855 -2.32229 -0.05316
C27 -4.90650 -3.27921 -1.31906
C28 -4.87320 -0.76874 -0.92153
O3 -5.76454 -0.59977 -2.04334
C29 -5.78259 -0.79198 0.32779
C30 -5.32627 -0.32093 1.71589
C31 -4.57677 -1.29979 2.58966
C32 -5.05239 -2.59016 2.80803
C33 -4.38414 -3.47633 3.64062
C34 -3.23084 -3.05914 4.28513
Cl1 -2.37888 -4.16381 5.32100
C35 -2.75177 -1.77162 4.11435
C36 -3.42664 -0.90381 3.26456
C37 -4.14779 0.59636 -1.03220
N4 -2.84846 0.84685 -0.38461
C38 -1.65954 1.02258 -0.95849
N5 -0.77528 1.38722 -0.03150
C39 -1.50570 1.37478 1.12974
N6 -2.76528 1.07558 0.94974
H22 -2.86351 -2.86122 -2.81724
H23 -2.41901 -1.20619 -2.45662
H24 -3.92771 -1.54404 -3.30928
H25 -2.37986 -3.16363 -0.34105
H26 -3.52228 -2.60063 0.87288
H27 -2.37531 -1.47091 0.16928
H28 -4.27639 -4.14581 -1.53086
H29 -5.61478 -3.19502 -2.14733
H30 -5.45502 -3.50527 -0.40408
H31 -6.48574 -1.23354 -1.96235
H32 -6.22786 -1.78561 0.40340
H33 -6.60074 -0.12568 0.04717
H34 -6.24369 -0.05073 2.24562
H35 -4.74585 0.60181 1.63676
H36 -5.96695 -2.92034 2.32617
H37 -4.75706 -4.47993 3.79794
H38 -1.86355 -1.45126 4.64407
H39 -3.05199 0.10675 3.13063
H40 -4.83073 1.34502 -0.63706
H41 -4.00479 0.81018 -2.08802
H42 -1.47185 0.95611 -2.02266
H43 -1.09900 1.61049 2.10495
Cl2 3.18418 5.34663 1.30117
Si1 1.96289 4.94653 -0.23585
Cl3 0.16397 5.83534 -0.03918
Cl4 2.81614 5.34986 -1.99775
C40 0.49136 -2.81742 -2.82912
C41 0.52908 -1.53782 -2.04422
O4 1.72958 -1.55658 -1.22659
P1 2.12847 -0.46663 -0.16366
O5 3.69878 -0.44861 -0.16783
C42 4.53003 -1.64700 -0.03335
C43 5.05866 -2.06421 -1.38082
O6 1.79013 -1.14561 1.22237
C44 0.43948 -1.59962 1.52003
C45 0.40346 -3.10647 1.53277
H44 -0.35522 -2.80172 -3.51613
H45 0.39407 -3.68318 -2.17044
H46 1.40603 -2.92825 -3.41542
H47 -0.33304 -1.44962 -1.38757
H48 0.56008 -0.67185 -2.69988
H49 3.94864 -2.43050 0.45127
H50 5.33141 -1.35003 0.63795
H51 4.25146 -2.37533 -2.04442
H52 5.74504 -2.90360 -1.25237
H53 5.60420 -1.24449 -1.85173
H54 -0.25411 -1.19757 0.77970
H55 0.18241 -1.16857 2.48521
H56 0.73644 -3.50971 0.57337
H57 -0.61482 -3.44989 1.72365
H58 1.05416 -3.49889 2.31647

Properties
E_HOMO = -10.714 eV
net charge = +1
energy relative to the best compared isomer or geometry (same formula, charge and spin) = 0.000 eV
total energy = -5194.06354 a.u.
Kohn-Sham gap = 0.2290 Ha